Entry 1:
Computed, not measured: a 10-piece molecular cluster, C26H72N2O10 overall, with ωB97M-V/def2-TZVPD.

Cartesian coordinates (Å):
N -3.31300 25.71500 -2.63300
C -4.55200 25.88700 -2.21500
N -5.40300 25.98100 -3.19700
O -4.75700 25.95700 -0.84900
H -2.64100 25.42400 -1.95400
H -3.10600 25.77000 -3.60100
H -6.46400 25.98700 -3.07200
H -5.04800 26.10800 -4.16000
C -3.76400 25.65700 2.86200
C -4.72100 26.74600 2.43800
C -4.09500 28.09000 2.34900
O -5.53100 26.59800 1.53500
H -3.19500 25.99100 3.83700
H -3.04500 25.47600 2.07700
H -4.22200 24.76500 3.17300
H -5.39500 26.75600 3.36100
H -3.30000 28.25900 1.61500
H -3.59500 28.51000 3.24900
H -4.80900 28.86600 2.04900
H -5.12100 26.53000 0.68200
C 0.55200 26.47000 -3.01200
C -0.22500 26.51900 -4.27500
C -1.00800 27.82000 -4.49900
O 0.51700 26.28300 -5.23600
H 1.05300 27.34600 -2.78100
H 1.24700 25.60600 -3.03200
H -0.18400 26.32500 -2.23900
H -1.00200 25.73900 -4.24700
H -1.52200 27.77100 -5.44100
H -0.29900 28.62800 -4.47300
H -1.85100 28.06000 -3.83000
H -0.02900 25.92700 -5.97400
C -6.27900 21.21300 -4.19200
C -6.39700 22.69500 -3.72700
C -6.13700 22.85400 -2.25100
O -5.68200 23.58600 -4.27900
H -5.24800 20.83600 -4.04300
H -6.46100 21.13200 -5.23500
H -6.98400 20.56700 -3.62900
H -7.36700 23.10500 -3.97100
H -6.62200 23.67700 -1.82700
H -5.06400 22.99200 -2.10100
H -6.51800 21.95100 -1.70100
H -5.59600 24.42100 -3.76200
C 0.55000 28.42800 1.10400
C -0.55800 27.56600 0.60800
C -1.44900 28.11000 -0.52900
O -0.07000 26.46200 0.22200
H 1.20300 27.88200 1.81500
H 0.25800 29.22500 1.71700
H 1.15500 28.79100 0.31700
H -1.22200 27.33100 1.50400
H -2.25800 27.46800 -0.86400
H -0.81100 28.35400 -1.35500
H -1.93000 29.02900 -0.24100
H -0.74400 25.87000 -0.17700
C -6.25200 26.47600 -6.10400
C -4.76400 26.50300 -6.40800
C -4.23900 27.94800 -6.62700
O -4.07600 25.93400 -5.54400
H -6.47000 27.03600 -5.19800
H -6.62200 25.42800 -5.96800
H -6.82800 26.92900 -6.82900
H -4.84900 25.92300 -7.30500
H -3.28600 27.87100 -7.04700
H -4.24800 28.62200 -5.71800
H -4.79900 28.44900 -7.45000
H -3.18700 25.76700 -5.82000
C -7.84000 26.53300 -1.17100
C -8.72900 26.09800 -2.29400
C -9.83400 27.13200 -2.62300
O -8.19200 25.69000 -3.36000
H -7.40400 25.70600 -0.58700
H -8.41300 27.06900 -0.50800
H -7.03400 27.21000 -1.34800
H -9.21100 25.21900 -1.91600
H -10.50200 27.39100 -1.82400
H -10.36300 26.80300 -3.47000
H -9.35800 28.03100 -2.91900
H -8.86700 25.11800 -3.78500
C -0.52300 23.37400 -1.31900
C -1.77400 23.58600 -0.44800
C -1.57100 23.00000 0.91400
O -2.11600 24.75200 -0.28200
H -0.10900 22.32400 -1.35800
H 0.30900 23.93000 -0.88200
H -0.64300 23.83200 -2.34100
H -2.62700 23.09900 -0.96700
H -0.61900 23.29400 1.34300
H -1.68900 21.93700 0.95300
H -2.32400 23.40100 1.58400
H -3.00200 24.76300 0.14400
C -5.15400 23.05200 0.92600
C -6.60800 23.48400 1.28600
C -7.36000 22.21700 1.73700
O -6.71200 24.33700 2.15000
H -4.63700 22.63400 1.71900
H -4.53500 23.81600 0.57100
H -5.15100 22.32300 0.14700
H -7.13700 23.76900 0.38600
H -7.47400 21.49100 0.93400
H -8.40300 22.46800 1.79600
H -7.00300 21.73200 2.64500
H -6.16400 25.07700 1.92300
C -2.75700 22.68700 -4.01500
O -2.31100 23.68100 -5.00300
H -3.16700 23.16500 -3.12900
H -1.87000 22.18500 -3.69100
H -3.48100 22.04900 -4.50000
H -3.02600 23.72800 -5.63900

- HOMO energy: -8.92 eV
- Structure (SMILES): NC(N)=O.CC(C)O.CC(C)O.CC(C)O.CC(C)O.CC(C)O.CC(C)O.CC(C)O.CC(C)O.CO

***

Entry 2:
Computed, not measured: a 2-piece molecular cluster, C4H11N3O2 overall, with ωB97M-V/def2-TZVPD.

Cartesian coordinates (Å):
H -0.51091 0.60114 1.86264
N -0.75085 0.20253 1.00364
C -1.01075 0.96772 -0.05625
N -1.57643 0.11654 -1.12679
N -0.95832 2.39375 -0.56034
C 0.10002 3.35216 -0.26458
H -1.09827 0.21750 -1.86118
H -1.71383 -0.86490 -0.73012
H -1.82873 2.76235 -0.84852
H 0.25630 4.04203 -1.09341
H 1.10781 2.89469 -0.16480
H -0.35690 4.02127 0.52555
C 1.91620 -2.26341 0.39833
C 0.58636 -2.92091 0.55224
O 0.66035 -3.82678 1.29688
O -0.42375 -2.46999 -0.17530
H 1.81784 -1.20880 0.47443
H 2.54009 -2.44506 -0.43787
H 2.53334 -2.59065 1.22147
H -1.28959 -2.98119 -0.01602

- HOMO energy: -8.96 eV
- Structure (SMILES): [H]/N=C(/N)NC.CC(=O)O

***

Entry 3:
Computed, not measured: a 2-piece molecular cluster, C9H18S2 overall, with ωB97M-V/def2-TZVPD.

Cartesian coordinates (Å):
C 0.18154 2.23982 0.70080
C -0.27081 2.66086 -0.69899
C 0.43208 1.83044 -1.77494
C 1.95278 1.92978 -1.63747
C 2.40514 1.50873 -0.23769
C 1.70225 2.33916 0.83826
H -0.12622 1.19105 0.87633
H -0.31260 2.86823 1.46654
H -0.02058 3.72856 -0.85022
H -1.36883 2.55597 -0.79276
H 0.11732 2.16573 -2.78189
H 0.13080 0.77107 -1.66351
H 2.44694 1.30139 -2.40323
H 2.26052 2.97856 -1.81297
H 2.15495 0.44103 -0.08645
H 3.50316 1.61367 -0.14393
H 2.01702 2.00390 1.84522
H 2.00351 3.39853 0.72679
C -2.07010 -3.86242 -0.23744
C -0.64327 -3.67084 0.24803
S -0.68475 -3.31893 2.03296
C -2.42618 -2.76516 2.10068
S -3.04601 -2.49805 0.42901
H -2.14139 -3.83005 -1.34167
H -2.48274 -4.83328 0.09815
H -0.15226 -2.83838 -0.29176
H -0.03077 -4.57991 0.09347
H -3.03503 -3.51705 2.63864
H -2.49651 -1.81247 2.66006

- HOMO energy: -8.75 eV
- Structure (SMILES): C1CCCCC1.C1CSCS1

***

Entry 4:
Computed, not measured: C14H30F6N5O2PReSSb as an isolated structure, with ωB97M-V/def2-TZVPD.

Cartesian coordinates (Å):
Re -0.33312 -0.47885 0.94688
C -2.62021 -3.47201 2.90621
S -1.18499 -2.63424 3.54130
C -1.90588 -1.40407 4.60557
O -0.65028 -1.79992 2.27692
H -3.17771 -3.80115 3.78826
H -2.28202 -4.34110 2.34560
H -3.22150 -2.78678 2.31015
H -2.24047 -1.96157 5.48594
H -2.74203 -0.90466 4.12065
H -1.11466 -0.71988 4.90832
C -2.10824 4.34016 -1.47298
N -1.65020 3.32122 -2.45959
C -0.23719 3.59245 -2.92764
N 0.66142 3.54681 -1.79006
C 0.21484 4.51755 -0.79075
N -1.16200 4.17987 -0.37276
C -1.28169 3.09819 0.48047
P -0.39985 1.43732 -0.25793
C -2.13385 2.12344 -2.44454
C 0.98511 2.25008 -1.22760
H -3.14152 4.16060 -1.18259
H -1.99243 5.33056 -1.90580
H -0.23122 4.60077 -3.33843
H 0.01330 2.87662 -3.70799
H 0.21532 5.51640 -1.22489
H 0.86802 4.51643 0.07984
H -2.29171 2.83877 0.78995
H -0.59981 3.18304 1.33194
H -3.12709 1.95297 -2.04000
H -1.69016 1.38180 -3.10508
H 1.35744 1.57335 -1.99954
H 1.79355 2.37967 -0.50084
C 3.43614 -0.54699 1.87001
N 3.46994 -1.40557 0.67622
C 4.76625 -2.08416 0.38042
C 4.51727 -3.39424 -0.33364
C 3.61317 -3.17859 -1.52797
N 2.37502 -2.46338 -1.10617
C 1.19679 -2.59021 -1.97557
C 2.42390 -1.66799 -0.06511
O 1.24498 -1.05358 0.29746
H 3.15153 -1.12491 2.74956
H 2.76071 0.29330 1.73479
H 4.43898 -0.15567 2.01980
H 5.25844 -2.24277 1.33778
H 5.37348 -1.39556 -0.20951
H 4.07337 -4.12091 0.34915
H 5.46703 -3.80844 -0.67000
H 3.29446 -4.12591 -1.95680
H 4.09447 -2.59000 -2.31152
H 1.26242 -3.54726 -2.48514
H 1.18764 -1.80167 -2.72897
H 0.27415 -2.57890 -1.40136
F -1.95154 0.21718 1.47199
Sb -4.82279 -0.54981 -0.56148
F -4.67827 -1.51228 1.02614
F -4.58970 1.05400 0.34498
F -6.41448 -1.33199 -0.98410
F -4.74256 0.39715 -2.16334
F -3.06991 -1.10469 -0.94657

- HOMO energy (alpha / beta): -20.77 / -20.77 eV
- Charge: +4

***

Entry 5:
Computed, not measured: a 2-piece molecular cluster, C3H8S overall, with ωB97M-V/def2-TZVPD.

Cartesian coordinates (Å):
C -2.83893 -4.10519 1.71695
C -2.76161 -3.29541 0.67912
H -2.07734 -4.83114 1.96918
H -3.78004 -4.19756 2.24718
H -1.87403 -3.17464 0.06887
H -3.63189 -2.81261 0.24900
C 1.96376 3.26709 -1.27250
S 1.49593 1.71127 -0.44626
H 1.02120 3.77571 -1.46011
H 2.54349 3.92801 -0.63306
H 2.49281 3.01623 -2.18481
H 2.72524 1.27588 -0.13385

- HOMO energy: -9.07 eV
- Structure (SMILES): C=C.CS

***

Entry 6:
Computed, not measured: C22H24O4OsPSSe2 as an isolated structure, with ωB97M-V/def2-TZVPD.

Cartesian coordinates (Å):
Os -0.08966 1.27996 1.17513
C -3.98137 4.06994 0.74199
Se -2.84895 3.21683 -0.56321
C -1.29856 4.36541 -0.32731
C -0.08570 3.97098 -1.14901
Se 0.36957 2.04987 -1.12453
C 2.27588 2.24449 -1.43028
H -3.43817 4.14827 1.68245
H -4.86158 3.44400 0.85348
H -4.25012 5.05256 0.35849
H -1.09840 4.34285 0.74351
H -1.64294 5.36076 -0.61444
H 0.77859 4.53029 -0.79434
H -0.22675 4.19356 -2.20583
H 2.42164 2.61662 -2.44041
H 2.69198 1.24715 -1.32220
H 2.69027 2.92163 -0.68944
O -0.90014 0.96524 3.08968
S -1.82520 2.15428 2.75764
O -2.81284 2.46982 3.71811
O -0.86167 3.22089 2.36913
O -2.37497 1.68357 1.38995
C -3.47638 -1.20017 0.38785
C -2.47435 -1.52449 1.28553
C -1.14249 -1.50003 0.88295
C -0.79876 -1.14175 -0.42717
C -1.82550 -0.80634 -1.31859
C -3.15039 -0.84690 -0.91806
P 0.91792 -1.04742 -1.06595
C 1.25372 -2.71894 -1.69816
C 2.21601 -2.85537 -2.69627
C 2.53286 -4.10885 -3.20021
C 1.87514 -5.23233 -2.72220
C 0.90529 -5.10400 -1.73604
C 0.59856 -3.85400 -1.22266
C 1.86953 -0.95134 0.48131
C 2.90116 -1.82610 0.80182
C 3.61331 -1.67390 1.98497
C 3.27451 -0.67110 2.88122
C 2.21433 0.17755 2.59362
C 1.53086 0.07790 1.37720
H -4.51196 -1.22198 0.70069
H -2.71895 -1.79905 2.30290
H -0.37399 -1.80728 1.58145
H -1.57818 -0.52959 -2.33810
H -3.93428 -0.60810 -1.62594
H 2.72035 -1.97756 -3.08446
H 3.28513 -4.20666 -3.97161
H 2.11354 -6.20911 -3.12211
H 0.39018 -5.97971 -1.36374
H -0.15398 -3.76440 -0.44857
H 3.15336 -2.63262 0.12408
H 4.41834 -2.35926 2.21554
H 3.80835 -0.56869 3.81662
H 1.91585 0.92259 3.32355

- HOMO energy (alpha / beta): -10.90 / -10.99 eV
- Spin multiplicity: 5
- Charge: +1

***

Entry 7:
Computed, not measured: C11H26O4Ta as an isolated structure, with ωB97M-V/def2-TZVPD.

Cartesian coordinates (Å):
C 4.74890 0.51092 1.19688
C 4.96530 1.58455 -0.02746
C 4.38647 0.98544 -1.47666
C 2.74887 0.92148 -1.52428
O 2.20493 -0.45732 -1.72866
Ta 0.13393 -0.29474 -1.03280
C -0.16204 -2.58984 -0.98702
C -1.21907 -3.14087 0.13843
O -1.36479 -4.62525 -0.02210
C -0.17647 -5.32394 0.49403
O -0.24176 -6.68355 0.51706
C -2.02112 0.14423 -0.22378
O -1.93270 1.44877 0.46759
C -3.14496 2.25910 0.27290
C -3.99210 2.27801 1.68636
C -5.60904 2.36734 1.29949
H 4.93270 -0.56827 0.72604
H 3.69715 0.55197 1.71030
H 5.54748 0.69207 2.04030
H 4.39190 2.57602 0.29214
H 6.11221 1.83345 -0.11811
H 4.71670 1.79122 -2.28936
H 4.88844 -0.06955 -1.71262
H 2.36067 1.65721 -2.35661
H 2.32887 1.25533 -0.46074
H 0.75470 -0.19965 0.70335
H 0.31538 1.55956 -1.24541
H -0.49344 -0.31605 -2.80793
H -0.49218 -3.04954 -2.02224
H 0.90093 -3.07028 -0.75295
H -2.31926 -2.71670 -0.04939
H -0.84875 -2.93267 1.23076
H 0.82946 -4.82738 0.83526
H -2.37796 -0.63548 0.59612
H -2.71503 0.15401 -1.17756
H -2.77526 3.38127 0.10470
H -3.77911 1.98831 -0.67251
H -3.77732 1.28685 2.27200
H -3.70459 3.19127 2.39445
H -6.18323 2.15066 2.31446
H -5.81583 1.49252 0.53146
H -5.81897 3.43951 0.86412

- HOMO energy: -5.23 eV
- Charge: -1

***

Entry 8:
Computed, not measured: C4H6N2O as an isolated structure, with ωB97M-V/def2-TZVPD.

Cartesian coordinates (Å):
C -2.33856 -0.00445 -0.04899
C -0.85575 0.14695 -0.22114
N -0.33112 -0.07643 -1.39132
O 1.03549 -0.06626 -1.24550
C 1.28814 0.13240 0.10602
N 2.52040 -0.25588 0.61128
C 0.12138 0.34616 0.87188
H -2.75248 -0.59516 -0.87174
H -2.55852 -0.51628 0.89395
H -2.84362 0.96481 -0.02427
H 3.28479 -0.19504 -0.04559
H 2.42776 -1.19851 0.97235
H 1.00207 1.31769 0.39307

- HOMO energy: -9.30 eV

***

Entry 9:
Computed, not measured: C2H6N4 in the gas phase, with ωB97M-V/def2-TZVPD.

Cartesian coordinates (Å):
C -0.95658 -0.30430 -0.31836
N -1.74342 -0.75058 0.73521
N 2.42180 0.78164 -0.11555
C 1.12339 0.89306 -0.35250
N 0.39280 -0.18213 0.02205
N -1.30882 -0.11365 -1.52026
H -2.68655 -1.03130 0.52288
H -1.36896 -0.67739 1.67103
H -2.22501 -0.50033 -1.73121
H 3.06347 1.41042 -0.56614
H 2.78549 0.17125 0.61782
H 0.50241 0.30330 1.03503

- HOMO energy: -7.94 eV

***

Entry 10:
Computed, not measured: a 5-piece molecular cluster, C6H14O9 overall, with ωB97M-V/def2-TZVPD.

Cartesian coordinates (Å):
O -0.90410 3.75388 0.34500
C -0.91466 2.70285 -0.20384
O -1.38433 1.55551 0.30648
C -1.26225 0.49259 -0.66450
C -0.37716 1.14234 -1.75099
O -0.43176 2.52063 -1.46382
H -0.72868 -0.31876 -0.18838
H -2.25487 0.26336 -1.03338
H -0.76055 0.86618 -2.73573
H 0.64742 0.76251 -1.75582
O 0.11491 -4.42667 4.36290
C 0.46231 -3.93877 3.34527
O 0.83941 -4.62576 2.24310
C 1.11906 -3.71694 1.18325
C 0.53592 -2.39477 1.71918
O 0.57301 -2.59875 3.11372
H 2.19612 -3.64886 1.02028
H 0.63730 -4.03786 0.26664
H -0.48748 -2.27167 1.34866
H 1.09602 -1.53051 1.36850
O -0.45891 -2.47666 -1.63899
H -0.58636 -3.42580 -1.73402
H 0.45095 -2.32651 -1.91568
O -2.04289 6.39903 0.69086
H -1.34838 7.00127 0.41270
H -1.58291 5.57843 0.90785
O 2.36572 2.76241 -2.87576
H 2.85796 2.61341 -2.06350
H 1.62918 3.32389 -2.60997

- HOMO energy: -10.73 eV
- Structure (SMILES): O=C1OCCO1.O=C1OCCO1.O.O.O

***

Entry 11:
Computed, not measured: a 2-piece molecular cluster, C5H12N overall, with ωB97M-V/def2-TZVPD.

Cartesian coordinates (Å):
C -1.75199 -1.05790 -0.66890
C -0.23427 -1.11091 -1.01716
C 0.27413 0.18929 -1.55532
C 1.42675 0.79453 -1.21989
H -2.22351 -0.37661 -1.35216
H -2.16906 -2.08542 -0.73201
H -1.84876 -0.66969 0.34178
H -0.03158 -1.77094 -1.85756
H 0.46850 -1.43040 -0.20802
H -0.39346 0.69887 -2.26419
H 1.76416 1.78173 -1.54188
H 2.11288 0.26781 -0.54604
C 0.33394 0.91042 2.66868
N 0.14523 0.38506 1.50931
H 0.03611 0.37208 3.56730
H 0.87227 1.85407 2.77109
H 0.34221 0.86823 0.60251
H -0.23775 -0.55767 1.40950

- HOMO energy: -13.83 eV
- Charge: +1

***

Entry 12:
Computed, not measured: C15H11ClMnN4O7Se as an isolated structure, with ωB97M-V/def2-TZVPD.

Cartesian coordinates (Å):
Mn -0.03639 -1.55824 0.32750
O -2.67791 -5.49806 -3.46067
C -2.13984 -4.69966 -2.71623
C -1.05704 -5.01961 -1.71160
O -0.58410 -6.12959 -1.50498
C -0.74014 -3.74918 -1.06353
C -1.53613 -2.70334 -1.60955
O -1.42228 -1.50836 -1.18281
C -2.43383 -3.22137 -2.63565
O -3.27205 -2.62034 -3.29677
O 0.09422 -3.51588 -0.13044
N 2.35596 2.33054 3.94156
C 2.11030 1.26859 3.09832
N 1.94989 1.54207 1.80613
N 2.06312 0.07392 3.64295
C 1.58947 -0.86026 2.83055
N 1.13868 -1.60939 2.07802
H 2.89462 3.08699 3.55472
H 2.62916 2.03815 4.86477
H 1.72652 2.47357 1.50333
H 1.81716 0.79147 1.11116
Cl -2.25712 1.90158 3.20133
C -2.84032 0.47124 2.28198
C -1.70948 -0.31182 1.62721
O -0.82231 0.30750 0.99325
O -1.75061 -1.55827 1.70929
H -3.50419 0.84835 1.50778
H -3.38212 -0.16035 2.97689
Se 2.00283 -0.58455 -0.86574
C 1.39376 1.09643 -1.54440
C 0.05578 1.31292 -1.89215
C -0.36354 2.55527 -2.34335
C 0.52923 3.61600 -2.46322
C 1.86121 3.41125 -2.12808
C 2.28403 2.16751 -1.67471
H -0.65234 0.49909 -1.79109
H -1.40766 2.69491 -2.60030
H 0.19189 4.58496 -2.81380
H 2.57656 4.22300 -2.21785
H 3.32502 2.01295 -1.40980

- HOMO energy (alpha / beta): -1.03 / -1.07 eV
- Spin multiplicity: 2
- Charge: -2

***

no.,F_max (hartree/bohr)
1,0.226
2,0.206
3,0.015
4,0.034
5,0.016
6,0.011
7,0.167
8,0.014
9,0.095
10,0.030
11,0.038
12,0.007